C19H19MoO9Se | the ωB97M-V functional and the def2-TZVPD basis

Structure (XYZ):
```
49
Properties=species:S:1:pos:R:3:forces:R:3:mulliken_charge:R:1
Mo 0.15033 -0.73017 -1.03789 0.13 -0.13 0.04 2.11
O -0.72620 1.90748 -3.24488 0.01 0.00 -0.02 -0.51
C -0.35758 1.88184 -2.12081 0.09 0.00 0.08 -0.08
O -0.78060 0.85935 -1.26494 -0.05 -0.11 -0.12 -0.70
C 0.52304 2.89924 -1.43704 -0.05 -0.06 0.07 0.03
C -0.08159 3.35159 -0.07341 0.05 0.00 -0.04 -0.09
C 0.43676 4.75428 0.24987 0.00 0.00 -0.01 -0.91
C 1.90199 4.44393 0.64271 -0.02 0.00 0.02 -1.04
C 1.93212 2.92040 0.50908 0.01 -0.02 -0.05 -0.31
O 0.60971 2.51848 0.86592 -0.05 0.02 -0.02 -0.44
C 1.97177 2.51125 -0.99311 0.01 0.01 -0.01 0.39
C 2.52833 1.10706 -1.06168 -0.13 -0.04 -0.02 -0.26
O 3.60892 0.80346 -0.69795 0.05 -0.02 -0.03 -0.44
O 1.68436 0.08363 -1.56036 -0.08 0.06 0.08 -0.79
H 0.58145 3.72221 -2.14593 -0.02 0.02 0.02 0.69
H -1.15421 3.20880 0.01710 0.00 -0.03 0.01 0.63
H -0.11929 5.17958 1.08224 0.00 -0.01 0.01 0.35
H 0.34891 5.43173 -0.59766 0.00 0.01 0.01 0.40
H 2.10428 4.72628 1.67376 0.01 0.01 -0.01 0.33
H 2.63931 4.93376 0.00877 -0.01 -0.01 -0.01 0.44
H 2.66903 2.40400 1.11755 -0.01 0.01 0.00 0.68
H 2.70184 3.11199 -1.53564 0.02 -0.01 -0.01 0.58
O 0.80240 -3.93383 1.28598 -0.04 -0.10 -0.12 -0.42
C 0.39859 -2.96526 0.75136 0.14 0.20 0.18 0.68
O 0.69482 -2.48912 -0.47259 -0.17 0.06 -0.09 -0.69
C -0.51676 -1.90086 1.40865 -0.16 0.10 -0.17 1.00
O -0.62948 -1.85731 2.64236 -0.02 -0.17 0.12 -0.45
O -1.03764 -1.07411 0.58939 0.37 0.24 0.08 -0.80
C 2.60445 -0.58234 8.22240 -0.01 0.00 -0.01 -1.45
C 1.63680 -0.50325 7.07928 0.01 0.00 0.01 0.60
C 0.33474 -0.97849 7.20977 -0.01 -0.01 0.00 -0.98
C -0.56980 -0.93147 6.16283 0.02 -0.03 0.05 0.94
C -1.95242 -1.48981 6.36051 0.00 0.01 -0.01 -1.58
C -0.13623 -0.36116 4.94627 -0.16 0.02 -0.21 -0.19
Se -1.34190 -0.24204 3.52555 0.03 -0.05 0.12 0.26
C 1.17860 0.12775 4.78141 0.12 0.03 -0.01 1.22
C 1.70847 0.68447 3.48532 -0.14 -0.02 0.01 -1.21
C 2.03801 0.04067 5.86159 0.01 0.03 0.01 -0.90
H 2.13472 -0.98081 9.11883 0.00 0.00 0.00 0.36
H 3.00907 0.40403 8.45218 0.00 0.00 0.00 0.36
H 3.44687 -1.22510 7.96151 0.00 0.00 0.00 0.34
H 0.02189 -1.40664 8.15409 0.00 0.00 0.00 0.30
H -2.04069 -1.92657 7.35255 0.01 0.00 0.00 0.38
H -2.17466 -2.26490 5.62706 0.00 0.00 0.00 0.35
H -2.71748 -0.71922 6.26322 0.01 0.00 0.00 0.36
H 0.92259 1.09565 2.85250 0.07 0.01 0.03 0.10
H 2.22236 -0.10215 2.92482 0.00 -0.02 0.00 0.35
H 2.43932 1.46746 3.68389 0.02 -0.02 0.03 0.52
H 3.05322 0.40585 5.75427 0.00 0.00 0.01 0.47
```
Forces are in eV/Å.

Values from the calculation:
- gap between HOMO and LUMO (spin up / spin down) (eV) = 6.9899 / 6.8977
- charge = +1
- highest occupied orbital energy (spin up / spin down) (eV) = -12.14 / -12.14